DFT (ωB97M-V/def2-TZVPD) results for one molecule with the formula C5H7NO.

Output
Multiplicity ... 1
SMILES ... [H]/N=C\OC=C1CC1
Molecular weight ... 97.12 g/mol
Frontier orbital gap ... 10.1 eV
Max |F| ... 0.5 eV Å⁻¹
Net charge ... 0
HOMO level ... -9.12 eV
Calculated total energy ... -8833.361 eV
Relative energy (zero: lowest compared OMol25 entry of this formula, charge and spin) ... 274.18 kJ/mol

Each line ends with the Mulliken charge.
Geometry (Å):
O: -0.990137 -1.013149 1.466464  -0.38
C: 0.345684 -1.245316 1.686720  0.08
N: 1.275232 -0.415561 1.865541  -0.57
C: 0.791777 0.247831 -1.031418  -0.58
C: -0.315993 1.023098 -1.730474  -0.47
C: -0.561338 0.319047 -0.467334  0.21
C: -1.362940 -0.109541 0.487840  -0.23
H: 0.544746 -2.314098 1.717584  0.37
H: 0.934080 0.544833 1.798748  0.30
H: 1.143503 -0.689873 -1.459780  0.21
H: 1.577717 0.806863 -0.524033  0.24
H: -0.241854 2.106410 -1.737139  0.22
H: -0.723858 0.604832 -2.648482  0.22
H: -2.416620 0.134623 0.575764  0.37

Forces on atoms 1 to 3 (eV/Å):
O 0.116 0.050 -0.031
C 0.398 0.051 0.122
N -0.480 -0.209 -0.007

DFT (ωB97M-V/def2-TZVPD) results for C8H23FN3O8S4 as an isolated structure.

Output
Multiplicity ... 1
Molecular weight ... 436.55 g/mol
Frontier orbital gap ... 8.6 eV
Max |F| ... 0.4 eV Å⁻¹
Net charge ... -1
HOMO level ... -6.32 eV
Calculated total energy ... -75577.820 eV
Relative energy (zero: lowest compared OMol25 entry of this formula, charge and spin) ... 0.00 kJ/mol

Each line ends with the Mulliken charge.
Geometry (Å):
O: 1.809672 0.764043 4.563491  -0.58
S: 2.789097 0.890111 3.519578  0.98
O: 2.508479 1.741498 2.395811  -0.59
S: 2.998668 -1.057953 2.796766  -0.24
N: 4.172864 1.269435 4.256360  -0.38
S: 5.489436 1.496559 3.452525  0.99
O: 5.498398 1.116075 2.070565  -0.52
O: 6.199233 2.665966 3.876248  -0.62
S: 6.684350 -0.076907 4.426646  1.06
O: 6.495179 -1.347071 3.801652  -0.53
O: 6.637940 0.067728 5.847353  -0.56
F: 8.150632 0.385715 4.003481  -0.24
H: 3.028289 -0.726299 1.503390  0.16
C: -1.071334 -0.794798 2.903631  -1.51
C: -0.740478 0.340569 1.941912  0.78
C: -1.964007 1.072638 1.384026  -1.09
O: -2.677052 0.364472 0.380903  -0.26
C: -3.616670 -0.579640 0.847469  -0.80
N: 0.149577 -0.169474 0.902134  -0.46
H: -1.442135 -1.673951 2.372423  0.31
H: -0.168137 -1.086854 3.437464  0.31
H: -1.823635 -0.490636 3.634979  0.36
H: -0.168570 1.085360 2.504529  0.26
H: -1.627009 1.992358 0.900322  0.38
H: -2.651302 1.353467 2.193189  0.37
H: -4.100339 -0.233653 1.766522  0.36
H: -3.164575 -1.556874 1.035283  0.27
H: -4.376600 -0.692643 0.072845  0.26
H: 0.514373 0.599837 0.348890  0.29
H: -0.373797 -0.754644 0.257208  0.17
C: -1.959909 1.183641 -4.901588  -1.54
C: -1.663889 0.466590 -3.588502  0.50
C: -1.096572 -0.946537 -3.768822  -0.61
O: -2.048753 -1.922418 -4.154402  -0.39
C: -2.300016 -2.013575 -5.539062  -0.65
N: -2.852030 0.500652 -2.739473  -0.62
H: -2.867310 0.797668 -5.368182  0.27
H: -2.117578 2.245394 -4.715764  0.38
H: -1.136569 1.076104 -5.610940  0.36
H: -0.884850 1.034921 -3.069470  0.40
H: -0.706864 -1.284756 -2.806099  0.23
H: -0.261411 -0.941783 -4.482739  0.44
H: -1.387715 -1.839830 -6.119851  0.30
H: -3.065578 -1.306408 -5.870163  0.23
H: -2.655104 -3.024240 -5.740058  0.26
H: -2.626642 0.165949 -1.806165  0.16
H: -3.529754 -0.155802 -3.116319  0.32

Forces on atoms 1 to 3 (eV/Å):
O 0.032 0.093 -0.068
S 0.077 -0.089 0.183
O -0.061 0.017 -0.006

DFT (ωB97M-V/def2-TZVPD) results for a 6-piece molecular cluster, H12O6 overall at a distorted geometry.

Output
Multiplicity ... 1
SMILES ... O.O.O.O.O.O
Molecular weight ... 108.09 g/mol
Frontier orbital gap ... 9.8 eV
Max |F| ... 3.4 eV Å⁻¹
Net charge ... 0
HOMO level ... -9.83 eV
Calculated total energy ... -12479.399 eV
Relative energy (zero: lowest compared OMol25 entry of this formula, charge and spin) ... 165.49 kJ/mol

Each line ends with the Mulliken charge.
Geometry (Å):
O: 2.766944 -0.265444 -1.847833  -0.63
H: 2.583944 -0.815444 -2.552833  0.29
H: 3.729944 -0.310444 -1.893833  0.31
O: -2.056056 1.113556 -0.405833  -0.70
H: -3.032056 1.233556 -0.571833  0.29
H: -2.053056 0.151556 -0.117833  0.41
O: 0.290944 2.388556 0.412167  -0.64
H: -0.357056 1.757556 0.049167  0.36
H: 0.517944 1.805556 1.129167  0.32
O: 0.892944 -0.710444 0.326167  -0.65
H: 0.351944 -1.434444 0.112167  0.28
H: 1.555944 -0.700444 -0.365833  0.34
O: -2.100056 -1.626444 -0.249833  -0.70
H: -3.031056 -1.598444 -0.402833  0.30
H: -1.883056 -1.536444 -1.176833  0.36
O: 0.890944 0.283556 2.748167  -0.67
H: 0.962944 -0.239444 1.968167  0.41
H: -0.032056 0.503556 2.840167  0.31

Forces on atoms 1 to 3 (eV/Å):
O 1.163 1.286 1.861
H -1.316 -1.828 -2.501
H 0.111 0.451 0.620

DFT (ωB97M-V/def2-TZVPD) results for a 3-piece molecular cluster, C9H23Cl2NO3 overall at a distorted geometry.

Output
Multiplicity ... 1
SMILES ... COCCNCCOC.ClCCCl.CO
Molecular weight ... 264.19 g/mol
Frontier orbital gap ... 9.9 eV
Max |F| ... 2.0 eV Å⁻¹
Net charge ... 0
HOMO level ... -9.21 eV
Calculated total energy ... -42381.162 eV
Relative energy (zero: lowest compared OMol25 entry of this formula, charge and spin) ... 0.00 kJ/mol

Each line ends with the Mulliken charge.
Geometry (Å):
Cl: -1.470054 4.023407 -3.516252  -0.19
C: -2.352433 2.499094 -3.342505  -0.52
C: -1.348021 1.338020 -3.494437  -0.01
Cl: -2.321657 -0.190834 -3.536178  -0.22
H: -3.063047 2.390751 -4.161887  0.40
H: -2.793516 2.470477 -2.346150  0.29
H: -0.659472 1.343481 -2.649477  -0.11
H: -0.866662 1.361225 -4.472116  0.37
C: -0.264492 2.778478 -0.135384  -0.68
O: -0.557637 1.473428 0.322047  -0.53
H: 0.253545 2.698347 -1.091059  0.20
H: -1.226372 3.232783 -0.373097  0.27
H: 0.287417 3.377347 0.589083  0.27
H: 0.279166 1.002974 0.316451  0.52
C: 2.612285 0.524631 -0.716533  -0.93
O: 1.836840 0.336407 0.430400  -0.22
C: 2.506733 0.168156 1.672548  -0.73
C: 1.469253 -0.232118 2.786906  -0.57
N: 1.060706 -1.648846 2.833096  -0.48
C: 0.342626 -2.027312 1.566946  -0.30
C: -0.389113 -3.422407 1.646857  -0.58
O: -1.218381 -3.730461 0.532000  -0.37
C: -2.205819 -2.672708 0.210565  -0.70
H: 3.231897 -0.325485 -1.002016  0.32
H: 3.226598 1.414730 -0.580762  0.38
H: 2.025143 0.820607 -1.585887  0.21
H: 3.007272 1.093052 1.959115  0.49
H: 3.296690 -0.573545 1.554455  0.42
H: 0.570602 0.384431 2.767095  0.37
H: 2.001930 0.033085 3.700151  0.40
H: 0.295945 -1.800531 3.475152  0.28
H: 1.045453 -2.172921 0.746613  0.14
H: -0.325488 -1.221329 1.263441  0.31
H: -1.083480 -3.401700 2.486813  0.39
H: 0.256101 -4.287383 1.800583  0.28
H: -2.695362 -2.249888 1.087866  0.32
H: -3.032842 -2.967691 -0.435293  0.29
H: -1.732355 -1.839748 -0.309150  0.23

Forces on atoms 1 to 3 (eV/Å):
Cl 0.084 0.349 -0.050
C 0.694 -1.107 -0.292
C -0.922 0.223 -0.077

DFT (ωB97M-V/def2-TZVPD) results for one molecule with the formula C3H6ClP at a distorted geometry.

Output
Multiplicity ... 1
SMILES ... C=[PH2]/C=C/Cl
Molecular weight ... 108.51 g/mol
Frontier orbital gap ... 8.7 eV
Max |F| ... 2.8 eV Å⁻¹
Net charge ... 0
HOMO level ... -7.86 eV
Calculated total energy ... -25015.893 eV
Relative energy (zero: lowest compared OMol25 entry of this formula, charge and spin) ... 275.98 kJ/mol

Each line ends with the Mulliken charge.
Geometry (Å):
C: 1.065199 1.094744 -0.352262  -0.71
C: -1.421078 0.015028 0.734708  -0.19
C: -2.374750 -0.169626 -0.162362  -0.14
P: 0.342525 -0.276996 0.185372  -0.04
Cl: -4.042289 0.125244 -0.095765  -0.15
H: 0.821240 1.420220 -1.444900  0.21
H: 2.041873 1.194437 0.090124  0.29
H: -1.357379 0.661844 1.632425  0.30
H: -2.054879 -0.815138 -1.051857  0.26
H: 0.465235 -1.699696 -0.300775  0.10
H: 0.980913 -0.606331 1.401183  0.06

Forces on atoms 1 to 3 (eV/Å):
C -0.463 0.779 -2.611
C 1.664 0.760 -0.216
C 1.250 -2.197 -1.241

- The lowest max |F| belongs to which entry?
  C8H23FN3O8S4

- Among the records above, which one has the highest calculated total energy?
  C5H7NO